{"formula": "C10H15AlO6", "method": "ωB97M-V/def2-TZVPD", "max_force_ev_per_a": 7.55, "energy_ev": -29471.4620, "total_charge": 2, "lumo_energy_ev": -13.84, "e_homo_ev": -16.40, "species": ["Al", "C", "C", "O", "O", "H", "H", "H", "O", "C", "O", "C", "C", "C", "H", "H", "H", "H", "H", "H", "O", "C", "O", "C", "C", "C", "H", "H", "H", "H", "H", "H"], "xyz": [[28.575766, 2.420364, 2.547680], [31.197967, 6.199347, 4.694466], [30.569774, 5.018968, 3.980619], [29.598894, 5.118129, 3.309826], [30.927837, 3.869012, 4.250833], [30.798587, 6.462597, 5.673903], [31.290659, 7.054504, 4.024976], [32.268752, 6.092473, 4.867918], [28.365817, -0.319772, 3.255431], [28.003102, -1.483648, 3.293485], [28.860757, -2.513845, 3.687175], [28.241268, -3.866717, 3.493281], [27.161113, -3.580764, 2.450053], [26.678248, -2.149967, 2.874246], [27.691131, -4.231357, 4.360738], [28.926810, -4.668961, 3.220265], [26.325196, -4.273637, 2.353742], [27.581505, -3.513921, 1.446617], [26.129227, -2.196350, 3.814737], [26.059228, -1.634030, 2.140266], [30.540696, 3.076769, 0.383761], [30.859503, 3.970699, -0.363846], [30.797019, 4.011306, -1.759601], [31.199778, 5.314948, -2.241817], [31.264098, 6.273712, -1.064702], [31.339199, 5.322341, 0.195189], [30.541635, 5.597656, -3.063407], [32.248178, 5.412434, -2.523734], [30.301948, 6.784010, -1.108935], [32.076829, 6.990261, -1.183540], [30.740834, 5.695212, 1.026467], [32.390977, 5.235579, 0.467849]], "forces_ev_per_angstrom": [[0.269, -0.733, 0.031], [0.960, -0.434, -0.614], [3.743, 4.390, 4.864], [-3.753, -0.808, -3.352], [-0.128, -2.465, -0.645], [-0.578, -0.268, -0.247], [-0.746, 0.313, -0.325], [0.424, -0.729, 0.194], [0.038, -0.230, 0.255], [0.704, -2.550, -0.499], [-1.063, 0.894, -0.299], [-1.711, 0.486, -0.525], [-0.097, 1.205, -0.427], [0.702, -0.480, 0.102], [0.511, 0.582, 0.655], [0.610, 0.808, -0.108], [0.144, -0.128, 0.508], [0.184, 0.048, -0.027], [-0.286, -0.106, 0.118], [0.373, 0.173, 0.070], [-0.425, -0.646, -0.720], [0.057, 1.916, -1.694], [0.254, -0.679, 3.101], [1.543, 0.745, 0.209], [-2.170, -0.333, 0.474], [0.389, 1.091, -1.674], [0.003, -0.147, 0.235], [-0.047, -1.567, -1.019], [0.139, 0.465, 0.719], [-0.084, -0.151, 0.353], [0.078, -0.305, -0.059], [-0.037, -0.358, 0.345]]}